ORCA calculation (ωB97M-V with the def2-TZVPD basis set) on a 2-piece molecular cluster, C4H12N2O overall at a distorted geometry.

Atoms and positions in Å:
C1 1.40 -0.13 -0.90
C2 0.58 -0.95 1.31
C3 1.18 0.30 0.53
C4 0.26 1.46 0.85
N1 -2.92 -0.66 -1.50
N2 -2.45 0.18 -0.28
O1 0.15 2.45 0.22
H1 0.44 -0.20 -1.33
H2 1.91 -1.02 -0.90
H3 1.87 0.62 -1.51
H4 -0.08 -1.62 0.68
H5 -0.05 -0.64 2.08
H6 1.28 -1.64 1.78
H7 2.18 0.55 1.09
H8 -0.08 1.52 1.85
H9 -3.34 -1.43 -0.88
H10 -3.71 -0.08 -1.79
H11 -2.13 1.11 -0.62
H12 -1.42 -0.19 -0.19

## Properties
HOMO-LUMO gap: 0.369 Ha
largest force on an atom: 3.47 eV/A
SMILES: CC(C)C=O.NN
ΔE to the lowest compared entry with this formula, charge and spin: 341.9 kJ/mol
highest occupied orbital energy: -9.2 eV
molecular weight: 104.15 g mol⁻¹
2S+1: 1